The following is a DFT calculation (ωB97M-V/def2-TZVPD) of a molecular structure, C37H47F4N7PSTi.

Values from the calculation:
Net charge ... -1
HOMO (alpha / beta) ... -0.1339 / -0.1338 Ha

Cartesian coordinates (Å):
Ti: -0.230 -0.468 -0.046
C: -2.968 3.120 2.398
C: -2.444 1.733 2.017
N: -1.846 1.617 0.683
C: -2.808 1.908 -0.384
C: -4.042 1.022 -0.328
C: -0.629 2.407 0.513
C: 0.427 2.008 1.521
N: 0.565 0.555 1.480
C: 1.352 -0.059 2.423
C: 1.266 -1.456 2.613
F: 0.431 -2.167 1.822
C: 1.975 -2.144 3.567
F: 1.800 -3.472 3.663
C: 2.856 -1.505 4.419
C: 2.974 -0.142 4.255
F: 3.825 0.546 5.040
C: 2.260 0.565 3.304
F: 2.508 1.891 3.233
H: -3.268 3.113 3.448
H: -3.838 3.405 1.806
H: -2.209 3.895 2.277
H: -3.255 1.008 2.080
H: -1.712 1.409 2.755
H: -2.292 1.760 -1.328
H: -3.108 2.968 -0.365
H: -3.752 -0.018 -0.181
H: -4.587 1.106 -1.269
H: -4.724 1.301 0.478
H: -0.787 3.496 0.563
H: -0.260 2.223 -0.506
H: 0.153 2.336 2.528
H: 1.355 2.519 1.255
H: 3.419 -2.041 5.166
N: -2.607 1.604 -4.161
C: -1.466 1.270 -3.425
S: -0.219 2.448 -3.368
N: -1.543 0.083 -2.900
N: -0.572 -0.329 -1.989
C: -0.166 -1.603 -2.253
C: 0.904 -2.164 -1.573
C: 1.462 -3.457 -1.865
C: 2.620 -3.832 -1.283
C: 3.274 -2.939 -0.364
C: 2.669 -1.774 -0.044
N: 1.468 -1.383 -0.568
H: -2.425 2.290 -4.874
H: -3.142 0.800 -4.457
H: -0.676 -2.130 -3.054
H: 0.952 -4.090 -2.581
H: 3.068 -4.788 -1.521
H: 4.225 -3.191 0.084
H: 3.125 -1.089 0.661
C: 2.324 4.525 -1.436
C: 2.846 3.336 -2.240
P: 2.540 1.734 -1.363
C: 3.915 1.823 -0.102
C: 5.372 1.777 -0.557
C: 3.184 0.515 -2.605
C: 4.150 0.983 -3.691
H: 2.540 5.467 -1.945
H: 2.775 4.580 -0.443
H: 1.242 4.450 -1.316
H: 3.906 3.460 -2.477
H: 2.298 3.272 -3.180
H: 3.734 1.013 0.612
H: 3.731 2.745 0.457
H: 5.594 0.844 -1.079
H: 6.049 1.844 0.298
H: 5.611 2.603 -1.229
H: 2.284 0.111 -3.078
H: 3.620 -0.314 -2.040
H: 3.675 1.705 -4.356
H: 4.463 0.132 -4.301
H: 5.050 1.446 -3.285
C: -3.884 -1.793 4.212
C: -2.718 -1.049 4.084
C: -2.074 -0.931 2.865
C: -2.561 -1.561 1.710
C: -3.756 -2.292 1.852
C: -4.395 -2.403 3.076
N: -1.933 -1.408 0.469
C: -2.377 -2.358 -0.506
C: -3.250 -2.016 -1.531
C: -3.667 -2.976 -2.445
C: -3.231 -4.288 -2.342
C: -2.361 -4.640 -1.315
C: -1.941 -3.682 -0.408
H: -4.381 -1.889 5.169
H: -2.295 -0.549 4.948
H: -1.192 -0.315 2.794
H: -4.189 -2.778 0.989
H: -5.315 -2.973 3.135
H: -3.573 -0.991 -1.631
H: -4.335 -2.688 -3.248
H: -3.566 -5.033 -3.054
H: -2.006 -5.659 -1.225
H: -1.257 -3.942 0.393

Atoms 1-3, force components in eV/Å:
Ti -0.7 -0.1 -1.0
C 0.0 0.0 -0.1
C -0.1 0.3 0.0